23
Properties=species:S:1:pos:R:3:forces:R:3 method="wB97M-V/def2-TZVPD" s2=0.76 energy_ha=-441.54255 total_charge=+1 spin_multiplicity=2 max_force_ha_per_bohr=0.048 e_homo_ha="-0.532 / -0.538"
C 1.969153 -1.801723 0.262098 -1.10 -1.07 0.03
C 0.481077 -1.800526 0.684898 -0.33 0.26 0.61
N 0.099007 -0.383404 0.794374 0.33 -1.60 -1.24
C -0.891488 0.142090 -0.082414 -0.23 0.08 2.18
C -2.319321 0.243373 0.650349 1.03 0.96 0.71
O -2.359949 1.462425 1.372309 -0.52 -0.16 -1.11
H 2.533987 -1.095608 0.857327 0.23 0.14 -0.14
H 2.364467 -2.804432 0.418262 0.10 0.05 0.02
H 1.971238 -1.602253 -0.807011 0.43 0.34 0.06
H -0.193900 -2.335074 0.015763 0.16 0.37 -0.45
H 0.235578 -2.307794 1.627382 0.65 0.30 0.34
H 0.924678 0.176307 1.033060 -0.42 0.74 0.15
H -0.662474 1.192188 -0.198104 0.08 0.06 -1.06
H -0.988462 -0.552309 -0.899885 0.05 0.26 -0.67
H -2.469722 -0.527791 1.401146 -0.19 -0.73 -0.67
H -2.999941 0.281759 -0.192317 -0.52 -0.07 0.38
H -1.593202 1.495360 1.934229 0.28 0.12 0.66
H -0.577745 -0.020284 -3.557935 0.29 0.00 -0.95
H 1.019053 0.159494 -3.793039 0.08 -0.10 -1.22
O 0.292947 0.122814 -3.193529 -0.38 0.09 2.23
H 1.841870 2.051814 -0.562914 0.51 0.99 0.09
H 2.450534 2.173838 0.986391 0.43 1.22 -0.35
O 2.017874 1.686951 0.299615 -0.97 -2.26 0.38


13
Properties=species:S:1:pos:R:3:forces:R:3 method="wB97M-V/def2-TZVPD" energy_ha=-775.16344 total_charge=+1 max_force_ha_per_bohr=0.088 e_homo_ha=-0.511
C 0.860900 2.065347 -1.078763 0.61 -0.51 -0.39
C 0.720461 -0.459521 -0.352507 -0.23 1.05 1.21
C -0.127047 1.711141 0.081668 2.81 1.08 -0.54
N -0.192282 0.318110 0.302825 3.03 -2.70 -1.98
N 0.643124 -1.791694 -0.403406 -0.97 2.25 -0.04
O 0.917554 2.995863 -1.807023 -0.19 -1.44 1.20
O 2.450164 0.068667 -2.387295 0.39 -0.23 -0.59
S 2.212266 0.577493 -1.052663 -1.63 -0.31 0.50
H 0.360344 2.236333 0.909002 -1.07 0.35 0.23
H -1.001711 2.001409 -0.369149 -2.58 1.55 0.12
H -1.042795 -0.138037 0.508556 -1.27 -0.10 0.64
H 1.181684 -2.206858 -1.145628 0.19 -0.61 -0.04
H -0.281664 -2.166869 -0.144405 0.89 -0.38 -0.33


6
Properties=species:S:1:pos:R:3:forces:R:3 method="wB97M-V/def2-TZVPD" energy_ha=-3293.93848 max_force_ha_per_bohr=0.063 e_homo_ha="-0.415 / -0.416"
N -0.505482 0.210086 0.600354 -0.97 2.77 1.35
N 0.540051 -0.473211 0.044309 1.51 -1.45 -2.21
O 1.529303 -0.439028 0.705121 0.87 -0.07 0.68
O 0.376349 -0.999188 -1.032547 0.46 -0.24 -0.02
Cl 0.098759 2.205283 -0.413828 -0.54 -0.92 0.45
Br -2.038978 -0.503943 0.096593 -1.33 -0.09 -0.25


45
Properties=species:S:1:pos:R:3:forces:R:3 method="wB97M-V/def2-TZVPD" energy_ha=-868.10379 total_charge=+1 smiles="CO[C@@H](c1ccc(C)cc1)[N+](Cc1ccccc1)=C(C)C" max_force_ha_per_bohr=0.039 e_homo_ha=-0.441
C 3.941713 0.185284 1.919232 -0.16 0.06 0.27
O 2.594570 0.047538 1.404395 0.51 -0.13 1.03
C 1.829053 -1.035525 1.840898 0.19 1.43 0.30
C 0.382663 -0.459697 2.130156 -0.45 -0.94 -0.71
C -0.624575 -1.425267 2.310407 0.24 0.07 0.29
C -1.956923 -1.069121 2.491749 0.42 0.34 0.23
C -2.332199 0.286944 2.571810 -0.07 -0.01 -0.41
C -3.819637 0.580961 2.767400 0.63 0.03 0.07
C -1.336753 1.277379 2.428614 0.19 -0.79 0.20
C 0.009455 0.901212 2.161935 0.16 0.08 0.70
N 1.953459 -2.105158 0.737393 -1.50 -0.15 -0.62
C 2.977067 -3.188340 0.682440 -0.24 -1.98 0.34
C 4.446320 -2.948075 0.926980 -0.48 0.02 0.29
C 4.841530 -3.055695 2.254819 0.44 0.54 -0.02
C 6.123241 -2.685330 2.629360 0.54 -0.14 -0.08
C 7.071043 -2.351443 1.652936 -0.33 0.28 -0.02
C 6.698300 -2.391656 0.299443 0.30 -0.19 0.28
C 5.396822 -2.736168 -0.076470 0.07 0.39 0.41
C 1.027491 -2.221734 -0.192043 1.23 1.11 -0.11
C 0.347589 -1.049231 -0.800681 -1.12 0.23 0.42
C 0.781760 -3.487199 -0.896404 -0.40 -0.93 -0.75
H 4.161055 1.249031 2.086490 -0.31 -0.30 -0.24
H 4.036900 -0.325548 2.884728 -0.03 0.04 -0.21
H 4.660585 -0.227878 1.213598 0.02 -0.04 0.00
H 2.136714 -1.558753 2.815045 0.20 0.69 -1.48
H -0.310006 -2.476026 2.380534 -0.36 0.31 -0.18
H -2.715075 -1.837467 2.650386 0.21 0.17 -0.10
H -4.035947 1.643456 2.831816 0.08 0.09 -0.06
H -4.402902 0.155012 1.949250 0.08 0.06 -0.03
H -4.178776 0.115097 3.683822 0.03 -0.03 0.07
H -1.604119 2.336889 2.600458 0.28 -0.72 -0.37
H 0.771276 1.697187 2.120572 -0.40 -0.59 -0.23
H 2.646637 -3.946032 1.423295 0.20 0.24 -0.36
H 2.854678 -3.652582 -0.310319 0.27 0.35 0.63
H 4.140921 -3.430818 2.990234 -0.07 0.27 0.12
H 6.385245 -2.663227 3.683605 0.09 -0.15 -0.17
H 8.091070 -2.055818 1.950506 -0.67 -0.20 -0.26
H 7.450817 -2.154184 -0.453546 -0.27 -0.20 0.11
H 5.148579 -2.862248 -1.127301 -0.10 0.33 0.13
H -0.687811 -1.368990 -1.031897 0.51 0.53 -0.10
H 0.328829 -0.163842 -0.161286 0.07 -0.19 -0.30
H 0.878767 -0.785206 -1.746059 -0.25 -0.45 0.57
H -0.209300 -3.504194 -1.317035 -0.49 0.43 -0.15
H 1.419392 -3.637265 -1.765451 0.30 0.15 -0.08
H 0.817121 -4.397011 -0.319251 0.44 -0.10 0.56


86
Properties=species:S:1:pos:R:3:forces:R:3 method="wB97M-V/def2-TZVPD" energy_ha=-5053.91907 max_force_ha_per_bohr=0.090 e_homo_ha=-0.304
K -2.233635 0.271811 3.787922 0.60 -0.24 -0.47
O 2.785878 0.121449 3.505654 -1.75 -1.71 -0.13
V 1.833445 -1.196860 3.527224 3.37 1.14 -2.96
O 1.633268 -1.543607 5.034079 -1.10 -0.17 0.98
C -1.400117 -0.336974 0.475431 -2.36 1.04 0.12
C -0.073171 -0.786826 0.968547 1.22 -2.03 -0.23
C 1.146884 -0.250633 0.214228 0.21 0.01 0.58
O 0.054707 -0.756997 2.368024 0.76 0.37 1.77
H -1.753247 0.633069 0.853187 0.64 0.20 -0.06
H -2.242112 -0.973657 0.792307 0.43 -0.40 0.34
H -1.593265 -0.282639 -0.599772 0.85 -0.02 -0.16
H -0.071990 -1.871388 0.747531 0.10 0.02 -0.43
H 1.080909 -0.456123 -0.854045 -0.20 0.12 0.02
H 2.021866 -0.794054 0.587126 0.00 0.00 -0.03
H 1.359546 0.805009 0.400637 -0.26 0.09 -0.10
C 1.560653 -4.240284 3.146916 -0.18 0.07 1.07
C 2.878736 -3.847472 2.502529 -0.38 0.04 -1.07
C 2.665860 -3.923698 0.986561 0.09 -0.87 -0.29
O 3.338249 -2.578615 2.847512 -2.24 1.51 0.70
H 1.326457 -5.296212 3.004839 -0.08 0.03 -0.24
H 0.725188 -3.629658 2.775422 0.02 -0.07 -0.27
H 1.571266 -4.075262 4.230554 0.22 -0.04 -0.09
H 3.621209 -4.634946 2.700435 0.15 0.23 0.49
H 2.279528 -4.918750 0.727766 -0.07 0.02 0.01
H 3.612599 -3.853880 0.444730 -0.07 0.45 0.05
H 1.928208 -3.201664 0.627787 0.19 0.21 0.04
O 0.829344 5.233359 1.617503 -0.79 0.39 0.53
S -0.279032 5.092990 2.514884 -0.58 -0.20 -1.05
O -0.205309 5.448618 3.904051 0.06 0.05 -0.51
O -1.580640 5.853055 1.859058 1.47 -0.79 0.41
C -2.583205 6.228944 2.805615 -1.58 0.26 -0.67
C -3.889948 6.486441 2.035003 0.98 0.62 -0.02
C -0.763166 3.377120 2.464294 -0.25 -0.01 0.23
H -2.306870 7.185301 3.246398 0.24 -0.37 0.54
H -2.784974 5.423178 3.512694 0.47 0.22 0.34
H -3.649216 7.257814 1.299874 -0.25 -0.14 -0.20
H -4.603104 6.941693 2.722440 -0.17 -0.25 0.02
H -4.280765 5.608513 1.529133 -0.03 -0.05 0.05
H -1.750458 3.273371 2.922212 0.26 0.10 0.49
H 0.064944 2.951523 3.033370 -0.30 -0.46 0.12
H -0.870702 2.874748 1.505355 0.49 0.61 -0.35
O -3.786488 1.353422 1.822729 -0.79 1.02 0.04
S -4.695784 2.248112 1.111308 -0.02 0.05 -0.44
O -4.142744 3.351774 0.358192 -0.35 -0.92 0.95
O -5.573511 1.332922 0.148854 -0.18 0.48 0.80
C -5.100220 1.106810 -1.191140 1.84 0.00 -0.77
C -4.854847 -0.364081 -1.493027 -0.93 0.41 -0.25
C -6.023481 2.837811 2.187240 -0.25 0.12 -0.06
H -4.112609 1.562541 -1.331394 -0.09 0.20 0.44
H -5.694535 1.666048 -1.912315 -0.64 -0.41 0.24
H -5.767150 -0.961331 -1.481925 -0.01 0.02 0.05
H -4.132088 -0.804536 -0.812038 0.12 0.09 -0.02
H -4.473243 -0.354079 -2.515566 0.17 -0.33 0.06
H -6.510014 2.028351 2.727677 0.20 -0.26 -0.25
H -6.764267 3.351838 1.574984 0.13 -0.26 -0.32
H -5.727961 3.587388 2.922152 0.76 -0.18 -0.17
O 6.519310 -1.968540 -1.913868 -0.94 0.07 0.36
S 5.356541 -1.119528 -1.838202 -0.34 1.04 -0.66
O 5.291761 0.012793 -2.742296 -0.09 -0.95 0.54
O 3.967156 -1.959544 -2.013216 1.08 0.50 -0.11
C 4.047497 -3.312917 -2.491695 -1.10 -0.80 -0.37
C 4.653841 -3.433823 -3.880131 0.82 0.03 -0.02
C 5.082507 -0.499706 -0.198141 0.08 -0.26 -0.56
H 3.005733 -3.629049 -2.610035 -0.10 0.38 0.21
H 4.394255 -3.944961 -1.673000 0.75 0.00 -0.38
H 4.132775 -2.764264 -4.564744 -0.01 0.09 0.08
H 4.604589 -4.430371 -4.322269 -0.38 -0.15 0.40
H 5.717247 -3.197817 -3.887547 -0.05 0.23 0.04
H 4.235558 0.181556 -0.213223 -0.12 -0.15 -0.10
H 5.975044 0.084565 0.015566 0.08 -0.26 0.35
H 4.888769 -1.362678 0.435859 0.22 0.22 0.37
O 0.611347 0.093707 -5.381805 -0.08 -0.14 0.09
S 0.677945 -0.122481 -3.971873 0.35 0.00 1.24
O -0.409337 0.324384 -3.116901 0.63 -0.66 -0.61
O 0.958728 -1.726721 -3.737552 -0.20 1.51 0.16
C 0.017138 -2.434901 -2.938095 -1.38 -0.94 -0.19
C -1.187958 -2.855259 -3.802579 0.35 0.55 0.43
C 2.248048 0.545025 -3.369207 -1.54 -0.48 -1.37
H -0.357362 -1.888726 -2.069815 0.47 0.29 -0.07
H 0.527058 -3.333023 -2.589402 0.21 0.14 0.00
H -0.781597 -3.161548 -4.764317 -0.34 -0.40 -0.03
H -1.872826 -2.020544 -3.964323 0.21 0.15 -0.08
H -1.778253 -3.614469 -3.287306 0.22 -0.28 -0.23
H 2.932278 0.004294 -4.016218 0.57 0.20 0.44
H 2.346392 0.390365 -2.304612 0.17 -0.05 -0.03
H 2.150952 1.583378 -3.679783 0.36 0.12 0.25